No. 1
The following is a DFT calculation (wB97M-V/def2-TZVPD) of a 2-piece molecular cluster, C3H11BNO2 overall at a distorted geometry.

```
! RIJCOSX wB97M-V def2-TZVPD def2/J DEFGRID3
* xyz 1 1
B -1.077 -1.679 -0.889
C 0.842 2.108 1.421
C 0.296 -1.171 -1.382
C 1.155 0.727 0.925
N 0.263 0.637 -0.179
O -1.380 -2.903 -1.358
O -2.022 -0.918 -0.191
H -0.092 2.170 1.808
H 1.438 2.559 2.320
H 0.940 2.895 0.747
H 0.243 -0.655 -2.349
H 1.301 -1.683 -1.311
H 0.933 0.083 1.733
H 2.131 0.811 0.640
H -0.734 0.551 -0.080
H 0.440 1.248 -0.964
H -2.186 -3.425 -1.406
H -2.491 -1.355 0.517
*
```

Its HOMO-LUMO gap is 10.252 eV. The maximum force comes out at 0.11487 Eh/bohr. The calculation puts the energy above the lowest of the compared OMol25 structures with the same formula, charge and spin at 300.3 kJ/mol.

For each atom in turn, the natural (NBO) charge in e is:
1. B 1.062
2. C -0.620
3. C -0.368
4. C -0.252
5. N -0.592
6. O -0.881
7. O -0.923
8. H 0.212
9. H 0.248
10. H 0.218
11. H 0.239
12. H 0.273
13. H 0.230
14. H 0.226
15. H 0.443
16. H 0.415
17. H 0.542
18. H 0.527


No. 2
The following is a DFT calculation (wB97M-V/def2-TZVPD) of a 2-piece molecular cluster, C3H11N overall at a distorted geometry.

```
! RIJCOSX wB97M-V def2-TZVPD def2/J DEFGRID3
* xyz 0 1
N 4.914 -4.231 0.235
H 4.555 -3.709 -0.547
H 5.626 -3.706 0.770
H 4.098 -4.409 0.896
C -1.780 2.542 0.818
C -1.198 1.675 -0.570
C -2.120 0.355 -0.750
H -2.829 2.906 0.964
H -1.291 3.578 0.843
H -1.699 1.870 1.664
H -0.212 1.166 -0.510
H -1.077 2.250 -1.531
H -2.106 -0.139 -1.729
H -1.783 -0.470 -0.172
H -3.100 0.324 -0.381
*
```

Its HOMO-LUMO gap is 11.196 eV. The maximum force comes out at 0.05078 Eh/bohr. As for the SMILES: CCC.N. The calculation puts the energy above the lowest of the compared OMol25 structures with the same formula, charge and spin at 160.3 kJ/mol.

For each atom in turn, the natural (NBO) charge in e is:
1. N -1.082
2. H 0.361
3. H 0.363
4. H 0.359
5. C -0.634
6. C -0.398
7. C -0.633
8. H 0.216
9. H 0.214
10. H 0.210
11. H 0.208
12. H 0.206
13. H 0.208
14. H 0.199
15. H 0.206


No. 3
The following is a DFT calculation (wB97M-V/def2-TZVPD) of a 2-piece molecular cluster, C3H11N overall at a distorted geometry.

```
! RIJCOSX wB97M-V def2-TZVPD def2/J DEFGRID3
* xyz 0 1
C -0.027 2.614 5.221
H -0.409 3.712 5.210
H -0.852 1.882 5.068
H 0.457 2.503 6.230
H 0.543 2.567 4.272
C -0.038 -1.489 -3.770
N -0.420 -0.781 -2.594
C 0.141 -1.366 -1.355
H 0.016 -2.608 -3.654
H -0.794 -1.316 -4.552
H 0.937 -1.147 -4.192
H -0.148 0.192 -2.603
H 1.209 -1.606 -1.427
H -0.318 -2.381 -1.304
H -0.297 -0.776 -0.552
*
```

Its HOMO-LUMO gap is 9.740 eV. The maximum force comes out at 0.04879 Eh/bohr. As for the SMILES: CNC.C. The calculation puts the energy above the lowest of the compared OMol25 structures with the same formula, charge and spin at 108.3 kJ/mol.

For each atom in turn, the natural (NBO) charge in e is:
1. C -0.871
2. H 0.212
3. H 0.216
4. H 0.224
5. H 0.220
6. C -0.420
7. N -0.629
8. C -0.426
9. H 0.195
10. H 0.196
11. H 0.166
12. H 0.351
13. H 0.172
14. H 0.184
15. H 0.210


No. 4
The following is a DFT calculation (wB97M-V/def2-TZVPD) of a 2-piece molecular cluster, C3H11N overall at a distorted geometry.

```
! RIJCOSX wB97M-V def2-TZVPD def2/J DEFGRID3
* xyz 0 1
C 3.667 0.063 1.183
C 4.425 -0.029 -0.168
H 4.333 0.630 1.842
H 2.684 0.532 1.204
H 3.420 -0.894 1.647
H 4.114 -0.932 -0.670
H 5.542 -0.105 -0.042
H 4.216 0.809 -0.845
C -4.144 -0.042 -0.249
N -5.361 -0.012 -1.088
H -3.761 0.967 -0.048
H -4.429 -0.499 0.699
H -3.346 -0.513 -0.818
H -5.368 0.800 -1.673
H -5.991 -0.776 -0.973
*
```

Its HOMO-LUMO gap is 9.750 eV. The maximum force comes out at 0.04752 Eh/bohr. As for the SMILES: CC.CN. The calculation puts the energy above the lowest of the compared OMol25 structures with the same formula, charge and spin at 96.4 kJ/mol.

For each atom in turn, the natural (NBO) charge in e is:
1. C -0.618
2. C -0.611
3. H 0.203
4. H 0.207
5. H 0.205
6. H 0.202
7. H 0.205
8. H 0.207
9. C -0.409
10. N -0.909
11. H 0.184
12. H 0.192
13. H 0.172
14. H 0.383
15. H 0.387


No. 5
The following is a DFT calculation (wB97M-V/def2-TZVPD) of a 2-piece molecular cluster, C3H11N overall at a distorted geometry.

```
! RIJCOSX wB97M-V def2-TZVPD def2/J DEFGRID3
* xyz 0 1
C 3.297 0.487 2.621
H 4.114 1.084 2.206
H 3.730 -0.508 2.839
H 2.896 0.811 3.683
H 2.477 0.374 1.853
C -0.413 -0.557 -1.827
N -1.684 -0.193 -1.336
C -1.789 0.170 0.075
H -0.095 -1.375 -1.169
H 0.296 0.249 -1.696
H -0.361 -0.972 -2.900
H -2.295 0.290 -2.022
H -1.145 1.017 0.343
H -2.949 0.417 0.270
H -1.447 -0.636 0.733
*
```

Its HOMO-LUMO gap is 9.210 eV. The maximum force comes out at 0.05568 Eh/bohr. As for the SMILES: CNC.C. The calculation puts the energy above the lowest of the compared OMol25 structures with the same formula, charge and spin at 119.5 kJ/mol.

For each atom in turn, the natural (NBO) charge in e is:
1. C -0.863
2. H 0.216
3. H 0.212
4. H 0.218
5. H 0.216
6. C -0.403
7. N -0.659
8. C -0.403
9. H 0.182
10. H 0.156
11. H 0.204
12. H 0.369
13. H 0.163
14. H 0.204
15. H 0.189


No. 6
The following is a DFT calculation (wB97M-V/def2-TZVPD) of a 2-piece molecular cluster, C3H11N overall at a distorted geometry.

```
! RIJCOSX wB97M-V def2-TZVPD def2/J DEFGRID3
* xyz 0 1
N 1.027 1.038 -2.801
H 1.325 0.102 -2.581
H 0.040 1.042 -2.874
H 1.523 1.438 -3.565
C 0.561 0.571 0.964
C -0.629 -0.130 1.622
C -1.048 -1.368 0.837
H 0.587 0.470 -0.122
H 1.483 0.134 1.343
H 0.519 1.648 1.123
H -1.445 0.592 1.660
H -0.372 -0.472 2.623
H -2.021 -1.777 1.131
H -1.264 -1.144 -0.217
H -0.285 -2.144 0.857
*
```

Its HOMO-LUMO gap is 10.932 eV. The maximum force comes out at 0.02624 Eh/bohr. As for the SMILES: CCC.N. The calculation puts the energy above the lowest of the compared OMol25 structures with the same formula, charge and spin at 12.0 kJ/mol.

For each atom in turn, the natural (NBO) charge in e is:
1. N -1.089
2. H 0.362
3. H 0.362
4. H 0.367
5. C -0.612
6. C -0.401
7. C -0.605
8. H 0.210
9. H 0.201
10. H 0.210
11. H 0.195
12. H 0.197
13. H 0.207
14. H 0.194
15. H 0.201


No. 7
The following is a DFT calculation (wB97M-V/def2-TZVPD) of a 2-piece molecular cluster, C3H11N2 overall at a distorted geometry.

```
! RIJCOSX wB97M-V def2-TZVPD def2/J DEFGRID3
* xyz 1 1
N -2.934 -1.076 1.648
H -3.276 -2.003 1.489
H -2.357 -1.066 2.489
H -2.319 -0.835 0.882
H -3.666 -0.389 1.654
C 2.685 1.255 -0.859
C 1.716 0.460 -0.350
N 0.568 0.033 -0.975
C -0.598 -0.241 -0.145
H 2.586 1.456 -1.917
H 3.505 1.608 -0.219
H 1.740 0.114 0.706
H 0.392 0.614 -1.781
H -1.435 -0.572 -0.867
H -0.411 -1.072 0.502
H -1.009 0.601 0.474
*
```

Its HOMO-LUMO gap is 6.764 eV. The maximum force comes out at 0.04972 Eh/bohr. The calculation puts the energy above the lowest of the compared OMol25 structures with the same formula, charge and spin at 215.0 kJ/mol.

For each atom in turn, the natural (NBO) charge in e is:
1. N -0.853
2. H 0.455
3. H 0.461
4. H 0.462
5. H 0.459
6. C -0.481
7. C -0.006
8. N -0.605
9. C -0.441
10. H 0.201
11. H 0.234
12. H 0.175
13. H 0.386
14. H 0.205
15. H 0.185
16. H 0.162


No. 8
The following is a DFT calculation (wB97M-V/def2-TZVPD) of a 2-piece molecular cluster, C3H11N2 overall at a distorted geometry.

```
! RIJCOSX wB97M-V def2-TZVPD def2/J DEFGRID3
* xyz 1 1
C 0.831 1.713 1.457
C -0.685 -0.772 -1.946
C -1.579 -0.608 0.311
N 1.225 0.723 0.476
N -1.487 -1.156 -0.859
H 0.812 2.655 0.930
H -0.206 1.399 1.768
H 1.507 1.601 2.240
H 0.273 -0.240 -1.537
H -0.338 -1.782 -2.380
H -1.190 -0.090 -2.572
H -0.811 0.176 0.592
H -1.937 -1.244 1.154
H 1.945 0.817 -0.209
H 1.707 -0.040 1.102
H -1.975 -2.000 -1.108
*
```

Its HOMO-LUMO gap is 8.328 eV. The maximum force comes out at 0.09909 Eh/bohr. The calculation puts the energy above the lowest of the compared OMol25 structures with the same formula, charge and spin at 274.5 kJ/mol.

For each atom in turn, the natural (NBO) charge in e is:
1. C -0.389
2. C -0.462
3. C 0.094
4. N -0.891
5. N -0.380
6. H 0.218
7. H 0.159
8. H 0.205
9. H 0.264
10. H 0.245
11. H 0.251
12. H 0.266
13. H 0.236
14. H 0.389
15. H 0.361
16. H 0.434


No. 9
The following is a DFT calculation (wB97M-V/def2-TZVPD) of a 2-piece molecular cluster, C3H11N2 overall at a distorted geometry.

```
! RIJCOSX wB97M-V def2-TZVPD def2/J DEFGRID3
* xyz 1 1
C 2.708 -0.107 0.154
N 1.628 0.013 0.902
H 2.758 -0.882 -0.675
H 3.678 0.579 0.326
H 2.008 0.026 1.819
H 0.421 0.525 -0.453
C -1.656 -1.062 -0.706
C -1.473 0.004 0.430
N -0.451 1.034 -0.046
H -1.357 -0.616 -1.700
H -2.682 -1.376 -0.737
H -0.836 -1.843 -0.757
H -1.192 -0.233 1.420
H -2.353 0.668 0.335
H -0.303 1.837 0.558
H -0.898 1.433 -0.870
*
```

Its HOMO-LUMO gap is 10.210 eV. The maximum force comes out at 0.09382 Eh/bohr. The calculation puts the energy above the lowest of the compared OMol25 structures with the same formula, charge and spin at 311.8 kJ/mol.

For each atom in turn, the natural (NBO) charge in e is:
1. C 0.026
2. N -0.775
3. H 0.193
4. H 0.189
5. H 0.393
6. H 0.479
7. C -0.645
8. C -0.196
9. N -0.692
10. H 0.212
11. H 0.259
12. H 0.246
13. H 0.240
14. H 0.210
15. H 0.444
16. H 0.417


No. 10
The following is a DFT calculation (wB97M-V/def2-TZVPD) of a 2-piece molecular cluster, C3H11N2 overall at a distorted geometry.

```
! RIJCOSX wB97M-V def2-TZVPD def2/J DEFGRID3
* xyz 1 1
C 0.943 -2.317 -0.468
N 0.171 -1.495 0.487
H 0.820 -3.379 -0.269
H 1.985 -2.024 -0.357
H 0.582 -2.039 -1.453
H 0.236 -1.783 1.461
H 0.232 0.077 0.139
H -0.830 -1.667 0.360
C -1.524 1.572 0.049
C 0.776 1.993 0.016
N -0.126 1.106 -0.092
H -1.620 2.588 -0.322
H -2.182 0.938 -0.541
H -1.791 1.569 1.106
H 1.793 1.834 -0.333
H 0.536 3.028 0.219
*
```

Its HOMO-LUMO gap is 10.126 eV. The maximum force comes out at 0.03314 Eh/bohr. The calculation puts the energy above the lowest of the compared OMol25 structures with the same formula, charge and spin at 144.9 kJ/mol.

For each atom in turn, the natural (NBO) charge in e is:
1. C -0.412
2. N -0.837
3. H 0.214
4. H 0.208
5. H 0.207
6. H 0.392
7. H 0.462
8. H 0.374
9. C -0.440
10. C 0.114
11. N -0.420
12. H 0.234
13. H 0.241
14. H 0.238
15. H 0.221
16. H 0.203